No. 1
DFT (the ωB97M-V functional and the def2-TZVPD basis) results for a cluster of 2 separate species, C3H8N2 in total at a distorted geometry.

Properties
total charge	+2
HOMO level	-21.512	eV
HOMO-LUMO gap	12.6	eV
max |F|	5.59	eV/Å

Each line ends with the Mulliken charge.
Cartesian coordinates (Å):
C1 1.8750 1.4485 1.0332  0.151
C2 -0.8229 -1.5251 0.4525  -0.082
C3 0.6174 1.7841 -1.0756  -0.596
N1 -1.6034 -2.4097 0.0784  -0.212
N2 1.1208 1.6019 0.1815  0.061
H1 2.4521 1.3150 2.0150  0.415
H2 -1.2757 -0.5296 0.9681  0.261
H3 0.3009 -1.5561 0.5696  0.293
H4 0.8810 0.9978 -1.8490  0.320
H5 0.8473 2.8206 -1.5091  0.354
H6 -0.4719 1.7957 -0.7098  0.298
H7 -1.2272 -3.4128 -0.2626  0.378
H8 -2.6936 -2.3302 0.1078  0.357

No. 2
DFT (the ωB97M-V functional and the def2-TZVPD basis) results for a structure of composition C14H20AuF3N4O3S2 at a distorted geometry.

Properties
HOMO level (spin up / spin down)	-8.266 / -8.267	eV
HOMO-LUMO gap (spin up / spin down)	5.8 / 5.8	eV
max |F|	1.51	eV/Å

Each line ends with the Mulliken charge.
Cartesian coordinates (Å):
Au1 -0.7945 0.7288 0.7441  0.589
S1 -2.2552 4.8179 0.9582  -0.392
C1 -1.7182 3.3852 1.3815  0.334
N1 -1.2768 2.3497 1.7602  -0.449
F1 -5.6192 0.5372 0.0882  -0.224
C2 -4.7571 -0.3894 -0.3138  0.694
F2 -5.4459 -1.3989 -0.8607  -0.248
F3 -4.1207 -0.8798 0.7692  -0.233
S2 -3.5002 0.2604 -1.5164  1.020
O1 -4.2424 0.9892 -2.4935  -0.597
O2 -2.8515 -0.9599 -1.9552  -0.761
O3 -2.6473 1.0941 -0.6545  -0.609
C3 2.3835 -1.1189 -0.0808  -1.437
N2 1.5186 -2.2017 0.3228  0.285
C4 2.0907 -3.1365 1.2681  -1.032
C5 0.1892 -2.1937 0.0090  0.863
N3 -0.4638 -1.0804 -0.1739  -0.472
N4 -0.3844 -3.4252 -0.1288  0.041
C6 0.2947 -4.4492 -0.9108  -1.174
C7 -1.8353 -3.5549 -0.1202  -1.061
H1 3.2240 -1.5195 -0.6569  0.365
H2 2.7928 -0.5821 0.7795  0.605
H3 1.8227 -0.4325 -0.7096  0.384
H4 2.3089 -2.6252 2.2125  0.316
H5 3.0325 -3.5415 0.8892  0.329
H6 1.4003 -3.9515 1.4613  0.362
H7 -1.3161 -1.2104 -0.7260  0.112
H8 1.3137 -4.1436 -1.1322  0.384
H9 -0.2416 -4.5991 -1.8516  0.370
H10 0.3167 -5.3989 -0.3719  0.320
H11 -2.2546 -2.9923 0.7122  0.353
H12 -2.0760 -4.6098 0.0059  0.328
H13 -2.2907 -3.1981 -1.0443  0.398
C8 1.4637 1.8594 1.6874  -1.780
C9 1.7614 2.8615 0.7538  1.734
C10 2.4583 2.5910 -0.4473  -0.078
C11 2.7285 3.5881 -1.3517  -0.750
C12 2.3247 4.8977 -1.0931  -0.282
C13 1.6530 5.1945 0.0889  -0.718
C14 1.3732 4.2003 0.9963  -0.510
H14 1.0467 2.1256 2.6470  0.359
H15 1.8480 0.8596 1.5736  0.274
H16 2.7771 1.5761 -0.6453  0.274
H17 3.2618 3.3614 -2.2648  0.407
H18 2.5329 5.6796 -1.8104  0.391
H19 1.3393 6.2078 0.2974  0.401
H20 0.8349 4.4280 1.9073  0.517

No. 3
DFT (the ωB97M-V functional and the def2-TZVPD basis) results for a structure of composition C35H43Cl2MoN2O2P3 at a distorted geometry.

Properties
total charge	+2
HOMO level (spin up / spin down)	-12.775 / -13.067	eV
⟨S²⟩	2.036
HOMO-LUMO gap (spin up / spin down)	6.6 / 6.0	eV
spin multiplicity	3
max |F|	9.01	eV/Å

Each line ends with the Mulliken charge.
Cartesian coordinates (Å):
P1 0.5413 -1.4003 -2.6266  0.114
C1 -0.7401 -1.9027 -3.7243  1.208
C2 -0.4932 -1.4928 -5.0337  -0.146
H1 0.2745 -0.7359 -5.2026  0.476
C3 -1.2319 -2.1052 -6.0227  -0.756
H2 -1.0486 -1.7718 -7.0247  0.454
C4 -2.2001 -3.0624 -5.7268  -0.587
H3 -2.7670 -3.5004 -6.5498  0.423
C5 -2.4251 -3.4392 -4.4014  -0.652
H4 -3.1896 -4.1750 -4.1815  0.434
C6 -1.7125 -2.8705 -3.3598  -0.794
H5 -1.8848 -3.1717 -2.3219  0.393
C7 1.2172 0.2058 -2.8517  0.691
C8 0.4015 1.2917 -3.2504  -0.207
H6 -0.6873 1.2180 -3.3221  0.695
C9 1.0486 2.4609 -3.6045  -0.816
H7 0.4587 3.3303 -3.8631  0.483
C10 2.4387 2.5496 -3.6166  -0.780
H8 2.9502 3.4723 -3.9021  0.457
C11 3.1931 1.4317 -3.2782  -0.797
H9 4.2650 1.4619 -3.2856  0.485
C12 2.6140 0.2528 -2.8642  -0.439
H10 3.1779 -0.6441 -2.6108  0.483
C13 1.4978 -2.6607 -1.8526  0.816
C14 2.1041 -3.4145 -2.8524  -0.578
H11 1.8511 -3.1772 -3.8861  0.512
C15 2.9820 -4.3906 -2.4515  -0.688
H12 3.4266 -4.9636 -3.2384  0.443
C16 3.2420 -4.6468 -1.1148  -0.794
H13 3.9327 -5.4520 -0.8662  0.421
C17 2.6096 -3.8782 -0.1367  -0.939
H14 2.8110 -4.0949 0.9017  0.505
C18 1.7201 -2.8680 -0.4659  0.133
H15 1.2286 -2.3058 0.3360  0.402
Mo1 -2.1573 0.5923 0.9907  -2.068
C19 -0.4905 1.7490 2.1085  -1.422
C20 0.6993 1.9274 1.4805  0.574
H16 -0.7080 2.2878 3.0416  0.825
C21 0.9014 1.0765 0.2520  1.851
O1 1.9888 0.1359 0.4860  -0.768
H17 2.1407 -0.4902 -0.2494  0.201
C22 -0.3214 0.3774 0.1173  -0.297
H18 1.0427 1.6510 -0.6917  -0.530
C23 -1.1897 -0.4711 -0.4182  1.264
Cl1 -3.2537 1.4362 3.2247  -0.334
Cl2 -3.9105 -1.0100 0.8073  -0.396
P2 -3.2096 2.2565 0.0647  1.179
C24 -4.9354 2.5754 0.5844  -1.242
H19 -4.9345 3.0770 1.5576  0.382
H20 -5.4414 1.6131 0.7042  0.368
H21 -5.4789 3.1868 -0.1474  0.458
C25 -2.4099 3.8873 0.1980  -1.289
H22 -1.3857 3.8232 -0.1843  0.160
H23 -2.3503 4.1599 1.2578  0.321
H24 -2.9534 4.6691 -0.3512  0.492
C26 -3.3460 1.9391 -1.7235  -1.134
H25 -3.6410 0.8959 -1.8656  0.354
H26 -2.3755 2.0868 -2.2070  0.046
H27 -4.0940 2.5947 -2.1901  0.542
P3 2.0826 2.9484 1.9760  1.475
C27 1.4720 4.1011 3.1914  -1.259
C28 2.6061 3.7567 0.4567  -1.126
H28 1.1028 3.5662 4.0805  0.433
H29 0.6624 4.7182 2.7704  0.376
H30 2.3077 4.7560 3.4835  0.432
H31 2.9472 3.0013 -0.2683  0.220
H32 3.4295 4.4439 0.7007  0.507
H33 1.7592 4.3217 0.0353  0.361
C29 3.3542 1.8640 2.6177  -1.264
H34 2.9515 1.3087 3.4793  0.426
H35 4.2149 2.4755 2.9272  0.478
H36 3.6345 1.1559 1.8245  0.326
H37 -1.9653 -1.2817 -0.6956  -0.023
N1 -0.5587 -2.3043 7.5876  -0.398
C30 -0.6974 -1.3171 6.6430  0.363
O2 -0.7859 -0.1187 6.8911  -0.609
C31 -0.6702 -1.7897 5.2669  -0.021
C32 -0.2962 -3.0520 4.7893  -0.399
C33 -0.3746 -3.4418 3.4481  -1.204
C34 -0.8652 -2.4991 2.5317  -0.247
N2 -1.1191 -1.2961 3.0290  0.268
C35 -1.0442 -0.8801 4.2723  -0.252
H38 -0.7286 -1.9940 8.5058  0.261
H39 -0.7957 -3.2818 7.3659  0.207
H40 0.0775 -3.7913 5.4972  0.402
H41 -0.1127 -4.3915 3.0583  0.529
H42 -1.0461 -2.7060 1.4697  0.576
H43 -1.3340 0.1500 4.4698  0.573

Values for ΔE to the lowest compared entry with this formula, charge and spin, kJ/mol, ordered as above
122.0; 132.9; 555.5
Values for DFT total energy, eV, ordered as above
-6199.78687; -60458.83676; -98818.32352